{"formula": "CH3F3P", "method": "ωB97M-V/def2-TZVPD", "energy_ev": -18518.8841, "fmax_ha_per_bohr": 0.049, "de_lowest_kcal_mol": 55.2, "homo_energy_ev": -17.74, "gap_ev": 9.431, "total_charge": 1, "symbols": ["C", "F", "F", "F", "P", "H", "H", "H"], "positions_angstrom": [[0.376, 1.131, 1.063], [-1.729, -0.911, -1.120], [0.205, -2.090, -0.149], [0.227, -1.160, -2.274], [-0.199, -0.742, -0.851], [0.982, 0.469, 1.781], [-0.666, 1.509, 1.353], [0.805, 1.793, 0.197]]}